Computed, not measured: a structure of composition C2H6BrIO2Si at a distorted geometry, with ωB97M-V/def2-TZVPD.

Each line ends with the Löwdin charge.
Atoms and positions in Å:
C (0.168, 2.394, 0.706)  -0.087
C (0.771, -2.292, -0.851)  -0.111
O (0.356, 1.156, -0.063)  -0.288
O (-0.130, -1.244, -1.106)  -0.311
Si (-0.723, -0.022, -0.329)  -0.075
Br (-1.107, -1.126, 2.381)  -0.179
I (-3.020, 0.568, -1.017)  0.519
H (0.457, 3.235, 0.131)  0.071
H (0.907, 2.509, 1.540)  0.103
H (-0.789, 2.345, 1.193)  0.064
H (0.810, -2.626, 0.203)  0.077
H (1.771, -1.820, -1.192)  0.120
H (0.529, -3.077, -1.595)  0.095

Forces on the atoms, in the same order (eV/Å):
1.3 -1.5 1.3
2.4 0.4 -1.4
-0.4 0.6 0.3
-1.1 0.0 -0.2
-0.8 0.3 2.7
0.3 0.9 -2.2
1.1 -0.2 0.3
-0.7 0.7 -1.2
-0.4 -1.1 -0.6
-0.6 0.6 -0.2
-0.3 0.2 -0.6
-1.1 -1.3 0.9
0.1 0.2 0.9

Properties
Spin multiplicity: 1
Strongest force on any atom (eV/Å): 2.81

***

Computed, not measured: a cluster of 2 separate species, C4H6N2O in total at a distorted geometry, with ωB97M-V/def2-TZVPD.

Each line ends with the Löwdin charge.
Atoms and positions in Å:
O (2.766, -1.588, 0.681)  0.125
C (1.850, -0.909, 0.009)  -0.448
C (0.968, -0.693, -0.893)  0.039
N (1.260, 0.381, 0.218)  0.047
H (2.816, -2.490, 0.333)  0.129
H (0.155, -0.862, -1.575)  0.064
H (1.878, 1.097, -0.181)  0.070
C (-1.874, 1.026, 0.697)  -0.077
C (-2.125, 0.465, -0.629)  -0.288
N (-2.299, 0.016, -1.681)  0.120
H (-2.709, 0.801, 1.363)  0.080
H (-1.758, 2.110, 0.620)  0.085
H (-0.934, 0.617, 1.081)  0.053

Forces on the atoms, in the same order (eV/Å):
-0.1 0.0 -0.1
-0.2 0.1 -0.2
0.1 -0.3 0.0
0.3 0.3 0.1
0.0 0.1 0.0
0.2 0.0 0.1
-0.1 -0.1 0.1
0.0 0.0 0.0
-0.1 -0.4 -0.9
0.2 0.4 1.0
0.1 0.0 -0.1
-0.1 -0.1 0.0
-0.2 0.1 0.0

Properties
Spin multiplicity: 1
Strongest force on any atom (eV/Å): 1.12

***

Computed, not measured: an isolated molecule of C4H7N3 at a distorted geometry, with ωB97M-V/def2-TZVPD.

Each line ends with the Löwdin charge.
Atoms and positions in Å:
H (-1.695, -2.787, 0.354)  0.061
N (-1.639, -1.778, 0.209)  0.156
C (-0.444, -1.481, -0.120)  -0.470
C (0.602, -2.500, -0.165)  -0.149
N (1.392, -3.340, -0.123)  0.159
N (0.025, -0.226, -0.410)  0.003
C (-0.314, 0.952, 0.370)  -0.250
C (0.504, 2.135, -0.140)  -0.096
H (0.926, -0.208, -0.860)  0.125
H (-1.384, 1.139, 0.263)  0.112
H (-0.116, 0.761, 1.438)  0.121
H (0.338, 2.301, -1.211)  0.078
H (1.582, 1.984, 0.005)  0.076
H (0.223, 3.048, 0.389)  0.074

Forces on the atoms, in the same order (eV/Å):
-0.1 0.3 0.1
0.4 0.1 0.0
-0.1 0.0 0.0
0.5 -0.9 -0.2
-0.4 0.6 -0.1
0.2 -0.2 -0.1
-0.2 0.2 -0.1
0.0 0.0 0.0
0.1 0.0 0.2
0.1 0.1 0.0
0.0 0.1 -0.2
-0.1 -0.1 0.2
-0.2 -0.1 0.1
0.0 -0.1 0.0

Properties
Spin multiplicity: 1
Strongest force on any atom (eV/Å): 1.02

***

HOMO-LUMO gap (computed, eV): 8.5336, 8.8022, 10.3606
ΔE to the lowest compared entry with this formula, charge and spin (computed, kJ/mol): 101.4, 436.6, 63.9
Energy (computed, Ha): -3391.572873, -340.628634, -320.858954